1.
Below is 2 unconnected molecules or ions with the total composition C3H10N2O, with properties calculated with ωB97M-V/def2-TZVPD.

Values from the calculation:
ΔE to the lowest compared entry with this formula, charge and spin ... 137.22 kJ/mol
HOMO-LUMO gap ... 10.165 eV
Largest force on an atom ... 0.89 eV/Å
DFT total energy ... -8300.0818 eV
HOMO level ... -9.1 eV
SMILES ... CC=O.NCN

Each line ends with the natural charge from an NBO analysis.
CARTESIAN COORDINATES (ANGSTROEM)
1 O -3.870 1.955 3.601  -0.5148
2 C -3.914 2.327 2.458  0.4386
3 C -5.025 3.161 1.901  -0.7240
4 H -3.126 2.091 1.737  0.1019
5 H -4.599 4.058 1.437  0.2318
6 H -5.813 3.417 2.609  0.2341
7 H -5.473 2.646 1.038  0.2325
8 N 5.044 -2.370 -3.089  -0.8280
9 C 3.619 -2.294 -2.828  -0.0580
10 N 3.208 -2.333 -1.415  -0.8633
11 H 5.558 -1.636 -2.607  0.3450
12 H 5.396 -3.232 -2.676  0.3446
13 H 3.253 -1.361 -3.250  0.1696
14 H 3.187 -3.121 -3.384  0.1767
15 H 2.859 -3.234 -1.125  0.3607
16 H 3.990 -2.035 -0.849  0.3528

2.
Below is 2 unconnected molecules or ions with the total composition C3H10N2O at a distorted geometry, with properties calculated with ωB97M-V/def2-TZVPD.

Values from the calculation:
Net charge ... +1
ΔE to the lowest compared entry with this formula, charge and spin ... 270.87 kJ/mol
HOMO-LUMO gap (spin up / spin down) ... 8.186 / 4.710 eV
Multiplicity ... 2
Largest force on an atom ... 5.02 eV/Å
DFT total energy ... -8290.8222 eV
HOMO level (spin up / spin down) ... -13.1 / -13.0 eV

Each line ends with the natural charge from an NBO analysis.
CARTESIAN COORDINATES (ANGSTROEM)
1 C -2.031 -0.159 -0.652  0.0959
2 C -1.313 0.472 -1.661  -0.1690
3 N -1.847 0.209 0.705  -0.5857
4 H -2.706 -1.062 -0.663  0.2670
5 H -1.294 0.069 -2.698  0.2551
6 H -0.934 1.552 -1.614  0.2568
7 H 0.213 0.195 1.122  0.4540
8 H -1.591 1.134 0.954  0.4347
9 H -2.491 -0.261 1.313  0.4309
10 N 1.635 -0.945 -0.148  -0.8638
11 C 2.111 -0.058 0.950  0.0952
12 O 1.028 0.687 1.405  -0.7203
13 H 1.252 -0.270 -0.812  0.3298
14 H 2.458 -1.416 -0.553  0.3857
15 H 2.510 -0.713 1.814  0.1687
16 H 2.999 0.566 0.537  0.1649

3.
Below is 2 unconnected molecules or ions with the total composition C3H10N2O2 at a distorted geometry, with properties calculated with ωB97M-V/def2-TZVPD.

Values from the calculation:
ΔE to the lowest compared entry with this formula, charge and spin ... 817.31 kJ/mol
HOMO-LUMO gap (spin up / spin down) ... 9.350 / 8.242 eV
Largest force on an atom ... 3.12 eV/Å
DFT total energy ... -10341.0170 eV
HOMO level (spin up / spin down) ... -8.9 / -8.8 eV

Each line ends with the natural charge from an NBO analysis.
CARTESIAN COORDINATES (ANGSTROEM)
1 C -0.863 0.719 -0.678  -0.5938
2 C 1.790 -1.000 0.504  -0.5020
3 C -0.137 1.500 -1.762  -0.6118
4 N -0.819 -1.401 1.108  0.1698
5 N 1.003 -0.053 1.274  -0.0828
6 O -0.050 -0.612 1.876  -0.2112
7 O -2.045 -1.450 1.676  -0.5161
8 H -2.140 -0.706 2.301  0.4700
9 H 0.045 0.564 0.175  0.2169
10 H -1.245 -0.225 -1.051  0.2085
11 H -1.685 1.275 -0.230  0.1998
12 H 2.121 -1.834 1.130  0.2201
13 H 1.213 -1.409 -0.331  0.2108
14 H 2.662 -0.453 0.143  0.2188
15 H -0.794 1.673 -2.618  0.2020
16 H 0.733 0.947 -2.124  0.1981
17 H 0.210 2.464 -1.392  0.2030

4.
Below is 2 unconnected molecules or ions with the total composition C3H10N2O2, with properties calculated with ωB97M-V/def2-TZVPD.

Values from the calculation:
ΔE to the lowest compared entry with this formula, charge and spin ... 59.30 kJ/mol
HOMO-LUMO gap ... 10.029 eV
Largest force on an atom ... 0.44 eV/Å
DFT total energy ... -10348.8732 eV
HOMO level ... -9.5 eV
SMILES ... CC(N)=O.NCO

Each line ends with the natural charge from an NBO analysis.
CARTESIAN COORDINATES (ANGSTROEM)
1 C -0.864 -1.544 -0.908  -0.7123
2 C -1.618 -1.237 0.370  0.6717
3 N -0.926 -0.498 1.278  -0.8442
4 O -2.751 -1.623 0.574  -0.6212
5 H 0.064 -2.060 -0.644  0.2243
6 H -0.600 -0.633 -1.443  0.2157
7 H -1.477 -2.190 -1.525  0.2385
8 H -0.028 -0.098 1.051  0.4180
9 H -1.418 -0.218 2.107  0.3974
10 N 1.314 2.275 -1.178  -0.8198
11 C 2.328 1.573 -0.470  0.0889
12 O 1.757 0.675 0.496  -0.7697
13 H 0.719 1.627 -1.680  0.3592
14 H 0.713 2.777 -0.530  0.3630
15 H 2.934 1.012 -1.182  0.1576
16 H 2.972 2.287 0.044  0.1575
17 H 2.476 0.205 0.938  0.4756

5.
Below is a single C3H10N2O2 molecule, with properties calculated with ωB97M-V/def2-TZVPD.

Values from the calculation:
ΔE to the lowest compared entry with this formula, charge and spin ... 485.20 kJ/mol
HOMO-LUMO gap ... 9.521 eV
Largest force on an atom ... 0.97 eV/Å
DFT total energy ... -10344.4590 eV
HOMO level ... -8.7 eV
SMILES ... C[C@H](COO)NN

Each line ends with the natural charge from an NBO analysis.
CARTESIAN COORDINATES (ANGSTROEM)
1 C -0.896 -0.313 0.030  -0.0937
2 C -0.119 -0.299 1.367  -0.0984
3 C -1.088 1.109 -0.512  -0.6422
4 N -0.286 -1.262 -0.905  -0.4713
5 N 0.929 -0.895 -1.533  -0.6670
6 O 0.839 0.718 1.529  -0.2842
7 O 2.060 0.411 0.860  -0.4775
8 H 2.731 0.580 1.534  0.4711
9 H -0.946 -1.474 -1.649  0.3456
10 H -1.877 -0.746 0.254  0.1984
11 H 1.660 -0.887 -0.827  0.3625
12 H 0.887 0.046 -1.935  0.3195
13 H 0.332 -1.285 1.524  0.1971
14 H -0.813 -0.083 2.183  0.2001
15 H -1.618 1.081 -1.463  0.2073
16 H -1.667 1.696 0.196  0.2165
17 H -0.129 1.602 -0.652  0.2164

6.
Below is 2 unconnected molecules or ions with the total composition C3H10N2O2 at a distorted geometry, with properties calculated with ωB97M-V/def2-TZVPD.

Values from the calculation:
ΔE to the lowest compared entry with this formula, charge and spin ... 128.14 kJ/mol
HOMO-LUMO gap ... 10.448 eV
Largest force on an atom ... 4.14 eV/Å
DFT total energy ... -10348.1597 eV
HOMO level ... -9.7 eV
SMILES ... CCNC(N)=O.O

Each line ends with the natural charge from an NBO analysis.
CARTESIAN COORDINATES (ANGSTROEM)
1 C 1.029 0.348 0.787  -0.2040
2 N 0.582 0.461 -0.638  -0.6607
3 C -0.709 0.912 -0.968  0.7825
4 N -1.284 1.986 -0.216  -0.8692
5 O -1.293 0.537 -1.963  -0.6432
6 C -0.037 -0.511 1.621  -0.6250
7 H 1.148 1.328 1.212  0.1875
8 H 1.974 -0.154 0.639  0.2073
9 H 0.900 -0.252 -1.326  0.3976
10 H -2.128 2.539 -0.506  0.4170
11 H -0.596 2.489 0.205  0.3645
12 H -0.584 0.235 2.105  0.2230
13 H 0.459 -0.986 2.428  0.2114
14 H -0.402 -1.267 1.000  0.2074
15 H -0.186 -2.521 -0.873  0.4650
16 H 0.666 -2.213 -2.087  0.4650
17 O 0.462 -2.931 -1.418  -0.9261

7.
Below is 3 unconnected molecules or ions with the total composition C3H10N2O2 at a distorted geometry, with properties calculated with ωB97M-V/def2-TZVPD.

Values from the calculation:
ΔE to the lowest compared entry with this formula, charge and spin ... 761.65 kJ/mol
HOMO-LUMO gap (spin up / spin down) ... 7.247 / 6.479 eV
Largest force on an atom ... 2.27 eV/Å
DFT total energy ... -10341.5938 eV
HOMO level (spin up / spin down) ... -6.6 / -5.8 eV

Each line ends with the natural charge from an NBO analysis.
CARTESIAN COORDINATES (ANGSTROEM)
1 C -0.430 -0.730 0.318  0.2273
2 C 0.737 -0.301 -0.252  -0.3196
3 C -1.013 0.471 -1.572  -0.2321
4 N 1.838 -0.754 1.597  -0.5383
5 N -1.431 1.758 -1.228  -0.8159
6 O 1.469 0.476 2.313  -0.6668
7 O -0.912 -1.986 0.264  -0.6603
8 H 2.313 0.934 2.381  0.4610
9 H -0.376 -2.525 -0.333  0.4819
10 H 1.324 -1.454 2.142  0.2903
11 H -0.923 -0.137 1.078  0.2033
12 H -0.692 2.442 -1.137  0.3711
13 H -2.065 1.808 -0.443  0.3726
14 H 1.050 0.715 -0.066  0.2356
15 H 1.278 -0.931 -0.947  0.2146
16 H -1.828 -0.237 -1.693  0.1861
17 H -0.339 0.451 -2.422  0.1892

8.
Below is a molecular structure, C3H10N2O2 at a distorted geometry, with properties calculated with ωB97M-V/def2-TZVPD.

Values from the calculation:
ΔE to the lowest compared entry with this formula, charge and spin ... 430.38 kJ/mol
HOMO-LUMO gap ... 8.481 eV
Largest force on an atom ... 2.70 eV/Å
DFT total energy ... -10345.0273 eV
HOMO level ... -8.0 eV

Each line ends with the natural charge from an NBO analysis.
CARTESIAN COORDINATES (ANGSTROEM)
1 C 1.852 -0.273 -0.959  0.2570
2 C -2.026 0.283 1.121  0.0693
3 C 1.902 -0.005 0.499  -0.6888
4 N -2.123 -0.160 -0.246  -0.3522
5 N 1.195 -1.279 -1.431  -0.6858
6 O -0.859 -0.114 -0.855  -0.7247
7 O -1.454 1.575 1.270  -0.7403
8 H -0.682 1.579 0.686  0.4709
9 H -2.725 0.466 -0.779  0.3306
10 H 2.437 0.380 -1.611  0.1747
11 H -0.101 -1.113 -1.080  0.4785
12 H 1.246 -1.398 -2.437  0.3754
13 H -3.031 0.328 1.549  0.1736
14 H -1.425 -0.463 1.660  0.1413
15 H 1.734 1.051 0.705  0.2359
16 H 2.897 -0.260 0.877  0.2404
17 H 1.164 -0.600 1.030  0.2440

9.
Below is 2 unconnected molecules or ions with the total composition C3H10N2O2S at a distorted geometry, with properties calculated with ωB97M-V/def2-TZVPD.

Values from the calculation:
ΔE to the lowest compared entry with this formula, charge and spin ... 243.28 kJ/mol
HOMO-LUMO gap ... 9.583 eV
Largest force on an atom ... 10.89 eV/Å
DFT total energy ... -21182.2403 eV
HOMO level ... -8.8 eV
SMILES ... NC(=O)[C@@H](N)CS.O

Each line ends with the natural charge from an NBO analysis.
CARTESIAN COORDINATES (ANGSTROEM)
1 N 0.517 -1.930 0.195  -0.8092
2 C -0.303 -0.707 0.293  -0.1512
3 C 0.242 0.555 0.879  -0.5646
4 S 0.139 0.171 2.629  -0.0350
5 C -0.632 -0.366 -1.163  0.6610
6 N -1.877 0.089 -1.413  -0.8001
7 O 0.121 -0.623 -2.121  -0.6572
8 H 0.374 -2.560 -0.409  0.3625
9 H 0.751 -0.997 2.741  0.1380
10 H 1.441 -1.606 0.216  0.3557
11 H -1.226 -1.063 0.865  0.2067
12 H -0.228 1.446 0.641  0.2619
13 H 1.089 0.833 0.310  0.2500
14 H -2.482 -0.147 -0.708  0.3771
15 H -2.243 0.238 -2.313  0.4013
16 H 1.676 2.937 -2.109  0.4715
17 H 1.529 1.432 -2.120  0.4848
18 O 1.227 2.217 -1.716  -0.9532

10.
Below is a molecular structure, C3H10N2O2S at a distorted geometry, with properties calculated with ωB97M-V/def2-TZVPD.

Values from the calculation:
Net charge ... +1
ΔE to the lowest compared entry with this formula, charge and spin ... 143.43 kJ/mol
HOMO-LUMO gap (spin up / spin down) ... 9.027 / 3.354 eV
Multiplicity ... 2
Largest force on an atom ... 6.95 eV/Å
DFT total energy ... -21174.4621 eV
HOMO level (spin up / spin down) ... -12.4 / -12.4 eV

Each line ends with the natural charge from an NBO analysis.
CARTESIAN COORDINATES (ANGSTROEM)
1 C -0.784 -0.181 -1.264  -0.2323
2 C -0.224 1.257 -1.468  -0.5264
3 S -0.977 1.839 -3.085  -0.0314
4 N -0.942 -0.392 0.199  -0.7323
5 H -0.083 -0.903 -1.683  0.2238
6 H -1.761 -0.334 -1.634  0.2266
7 H 0.890 1.297 -1.495  0.2418
8 H -0.623 1.951 -0.713  0.2261
9 H -0.778 3.136 -2.995  0.1444
10 H -1.093 -1.392 0.520  0.4256
11 H -1.751 0.113 0.551  0.4181
12 H -0.032 -0.002 0.784  0.4455
13 N 1.000 -1.755 1.811  -0.7540
14 C 1.408 -0.409 2.230  0.8375
15 O 1.960 -0.265 3.312  -0.1108
16 O 1.051 0.457 1.319  -0.6236
17 H 1.524 -2.077 1.006  0.4175
18 H 1.216 -2.339 2.605  0.4039